This record from OMol25 describes a 5-piece molecular cluster, C18H36Br2O4 overall at a distorted geometry. The level of theory is ωB97M-V with the def2-TZVPD basis set.

Relative energy (zero: lowest compared OMol25 entry of this formula, charge and spin) ... 0.0 kJ/mol
HOMO level ... -9.4493 eV
Frontier orbital gap ... 9.963 eV
SMILES ... C1CCOC1.C1CCOC1.C1CCOC1.C1CCOC1.BrCCBr

CARTESIAN COORDINATES (ANGSTROEM)
C1 -0.75 0.56 -1.13
H1 2.45 2.98 -0.47
C2 -0.83 -2.66 0.84
H2 3.91 0.36 -1.08
H3 -3.53 -5.69 -4.11
H4 -5.36 -4.98 -2.25
C3 0.91 4.46 2.39
C4 -2.41 -4.42 1.14
H5 0.59 1.42 -2.61
C5 3.00 0.62 0.87
H6 -2.94 -2.43 0.41
O1 -4.17 -3.33 -1.90
C6 1.75 5.62 1.83
H7 1.31 7.04 3.36
H8 1.97 0.63 1.22
H9 -2.88 -4.84 2.03
H10 3.87 2.76 -1.55
H11 1.08 3.54 1.83
C7 4.26 2.59 0.61
C8 -2.31 -2.88 1.18
H12 -1.43 -4.07 -3.40
H13 -3.25 -1.85 -3.02
H14 -2.56 -3.48 -4.55
H15 2.23 5.51 5.11
H16 3.30 4.78 3.93
H17 0.81 -4.09 1.22
O2 3.80 1.60 1.53
H18 -3.01 -4.76 0.29
C9 -4.66 -4.34 -2.78
H19 5.31 2.42 0.36
H20 3.02 7.00 2.97
H21 3.41 -0.37 1.08
H22 2.21 0.69 -1.21
Br1 -0.36 -0.64 -3.61
C10 2.30 5.23 4.06
Br2 -0.57 2.05 0.11
C11 -2.49 -3.84 -3.52
H23 -2.64 -2.47 2.13
H24 4.09 3.55 1.10
C12 -3.00 -2.78 -2.50
H25 -1.79 0.23 -1.05
H26 -0.41 -1.72 1.19
H27 -0.28 -3.86 2.57
C13 -0.39 0.97 -2.52
H28 -5.18 -3.85 -3.62
H29 -1.13 1.66 -2.92
H30 1.17 6.20 1.11
H31 2.60 5.25 1.25
C14 3.10 0.93 -0.62
C15 3.38 2.43 -0.64
O3 -1.08 -4.93 1.00
O4 1.30 4.30 3.75
H32 -0.65 -2.75 -0.23
C16 -3.39 -5.04 -3.24
C17 2.13 6.38 3.09
C18 -0.23 -3.91 1.47
H33 -2.99 -5.62 -2.41
H34 -0.19 -0.27 -0.71
H35 -0.15 4.72 2.33
H36 -2.27 -2.62 -1.71

This record from OMol25 describes a 6-piece molecular cluster, C18H36Cl6O3 overall at a distorted geometry. The level of theory is ωB97M-V with the def2-TZVPD basis set.

HOMO level ... -9.5330 eV
Frontier orbital gap ... 9.984 eV
SMILES ... C1CCOC1.C1CCOC1.C1CCOC1.ClCCCl.ClCCCl.ClCCCl

CARTESIAN COORDINATES (ANGSTROEM)
C1 -3.13 5.44 -0.69
C2 -0.98 -4.18 -2.34
H1 -1.92 0.77 0.55
H2 -1.16 3.57 1.02
H3 -1.14 -3.12 -4.30
C3 0.84 -3.73 2.44
H4 4.46 3.00 -0.55
C4 4.21 3.61 0.29
H5 4.32 4.64 0.00
H6 -1.77 1.04 2.29
H7 -0.95 0.18 -2.50
H8 1.55 -2.52 -1.39
H9 1.63 -5.01 0.79
H10 -0.82 1.58 -1.49
C5 2.65 -4.11 3.87
C6 -1.72 -1.02 1.61
H11 -0.49 -5.01 -2.85
H12 -0.99 -3.44 -0.34
O1 1.56 -3.22 3.58
H13 -3.89 4.59 1.17
H14 3.52 -5.68 2.55
H15 1.98 3.24 0.01
H16 -1.04 5.27 -1.42
O2 -2.94 3.21 0.02
H17 -1.99 -4.44 -2.16
H18 0.43 1.54 -4.28
C7 -1.00 -2.95 -3.21
C8 -1.59 3.68 0.00
Cl1 5.36 3.30 1.64
H19 0.11 -1.55 -1.07
C9 -0.27 -3.69 -1.11
H20 1.22 1.11 -2.78
H21 0.87 -2.90 1.76
H22 3.40 -3.42 4.28
C10 2.98 -4.72 2.51
H23 0.42 -4.41 -0.67
H24 3.64 -4.07 1.91
C11 0.36 1.70 -3.22
Cl2 -2.50 2.03 -3.00
C12 0.48 -2.46 -1.54
H25 -4.84 4.09 -0.15
H26 -1.86 -2.30 -2.90
H27 2.33 -4.94 4.52
Cl3 -3.47 -1.28 1.86
H28 -3.40 6.45 -0.39
H29 -1.24 -1.43 2.47
C13 2.76 3.40 0.79
H30 -1.22 5.83 0.29
H31 -0.18 -3.86 2.67
Cl4 2.11 4.66 1.78
O3 0.26 -2.29 -3.00
C14 -1.60 5.17 -0.49
C15 -0.94 1.27 -2.48
Cl5 0.71 3.40 -2.91
H32 -1.31 -1.49 0.74
H33 -3.37 5.41 -1.79
H34 2.64 2.47 1.35
C16 -3.80 4.37 0.13
Cl6 0.39 0.53 1.32
H35 1.22 -5.88 2.20
C17 1.59 -4.94 1.86
C18 -1.41 0.44 1.45
H36 -1.08 3.08 -0.74

This record from OMol25 describes C18H36F6Hf2O10P2 as an isolated structure at a distorted geometry. The level of theory is ωB97M-V with the def2-TZVPD basis set.

Net charge ... +4
Relative energy (zero: lowest compared OMol25 entry of this formula, charge and spin) ... 0.0 kJ/mol
HOMO level ... -17.3858 eV
Frontier orbital gap ... 2.932 eV

CARTESIAN COORDINATES (ANGSTROEM)
C1 -0.56 -3.95 -2.48
H1 3.06 2.04 2.72
C2 4.45 -1.47 -0.35
H2 -0.97 0.73 5.17
F1 -0.69 0.60 -4.02
C3 -3.68 2.82 -3.91
O1 -2.55 2.38 2.86
C4 2.83 2.69 1.88
H3 2.43 -3.82 -0.66
H4 -4.17 2.47 4.59
C5 -0.74 -3.38 2.13
H5 1.23 -2.60 0.02
P1 -0.44 0.28 -0.10
P2 0.57 3.85 -1.98
O2 -2.37 2.57 -1.95
H6 5.17 -2.29 -0.36
H7 2.71 -3.11 0.86
O3 0.99 2.54 -2.61
C6 4.66 2.30 0.11
H8 -1.79 -3.52 1.87
Hf1 -2.10 3.57 0.65
H9 0.39 -3.89 -1.95
H10 1.73 2.71 1.86
C7 -0.52 -2.72 -3.38
H11 3.21 3.67 2.16
H12 -0.81 -3.31 -5.34
C8 -2.35 1.86 3.97
H13 5.08 3.16 0.61
H14 -1.46 -1.71 -5.02
H15 -0.63 0.57 3.49
C9 -3.68 0.64 -2.38
O4 -1.14 -3.54 4.50
H16 -0.55 -4.85 -3.09
H17 1.68 -3.85 3.20
H18 4.90 -0.71 -0.99
F2 -1.47 -0.89 -0.12
C10 -3.35 1.98 5.10
C11 3.08 -1.84 -0.83
F3 0.50 -0.12 1.12
C12 1.10 -3.32 3.96
C13 -0.98 1.29 4.23
H19 -2.85 2.68 5.77
H20 -3.97 2.22 -4.77
H21 -2.30 -3.25 -4.41
H22 -1.37 -4.13 -1.77
F4 1.74 4.85 -1.76
F5 -0.30 4.69 -2.98
Hf2 1.42 0.40 -3.29
C14 2.27 -2.88 -0.11
C15 -3.23 2.06 -2.67
H23 -0.12 -4.05 1.53
C16 -1.38 -2.72 -4.62
H24 -2.78 3.26 -4.33
H25 -0.40 2.20 4.35
H26 -3.50 0.14 -3.33
H27 -3.07 0.11 -1.66
H28 -4.72 0.71 -2.04
O5 -1.12 1.56 0.29
H29 5.21 1.42 0.45
O6 0.38 0.31 -1.36
C17 -0.36 -3.47 3.58
C18 3.24 2.11 0.58
F6 -3.87 2.25 0.39
O7 2.57 -1.14 -1.71
H30 1.52 -2.32 4.00
H31 4.43 -1.21 0.71
H32 -0.55 -2.39 1.70
H33 1.20 -3.68 4.98
O8 0.32 -1.85 -3.10
O9 -0.28 3.82 -0.73
H34 -3.55 0.97 5.47
H35 4.65 2.32 -0.98
O10 2.39 1.59 -0.15
H36 -4.39 3.59 -3.59

This record from OMol25 describes C18H36FO18Tl as an isolated structure at a distorted geometry. The level of theory is ωB97M-V with the def2-TZVPD basis set.

Net charge ... +2
Relative energy (zero: lowest compared OMol25 entry of this formula, charge and spin) ... 4179.2 kJ/mol
HOMO level ... -12.5351 eV
Frontier orbital gap ... 4.214 eV

CARTESIAN COORDINATES (ANGSTROEM)
O1 0.39 1.13 2.37
C1 -0.38 -2.06 0.32
H1 -1.76 -1.86 0.01
Tl1 1.68 1.17 1.13
H2 0.24 -0.02 -2.71
C2 -1.97 -1.21 -0.84
C3 2.68 -1.56 -0.23
H3 -5.26 0.64 1.33
H4 -2.47 0.18 5.05
O2 1.43 -0.47 1.95
H5 -1.78 -0.22 -0.41
O3 -0.39 0.12 4.33
C4 3.85 -2.80 1.44
H6 -5.39 2.24 2.19
H7 1.59 -0.75 4.87
O4 -2.07 2.16 -0.61
C5 4.04 3.61 -1.51
H8 2.07 -2.40 5.35
H9 4.90 2.94 -1.46
H10 2.86 -1.39 4.02
H11 0.44 0.30 -5.06
O5 1.36 1.74 -2.71
O6 -0.02 -1.22 -3.77
C6 0.14 1.05 -2.51
O7 -3.75 1.98 0.81
H12 -5.84 1.98 0.52
C7 -5.10 1.71 1.28
C8 -2.04 0.63 1.17
O8 -1.12 -1.53 -1.93
C9 -0.51 0.62 3.02
C10 0.25 -0.77 -5.11
H13 -0.70 1.46 -3.06
H14 -3.10 0.41 0.99
O9 2.42 -1.56 -1.54
H15 -0.71 0.95 -1.68
H16 4.49 -1.98 1.75
H17 4.39 4.47 -2.07
H18 1.16 -1.23 -5.49
F1 0.22 0.30 -0.18
H19 -0.63 -0.94 -5.73
O10 -3.86 0.78 -1.07
H20 0.38 -1.80 -0.41
O11 3.02 2.89 -2.25
O12 0.13 -2.32 1.55
O13 3.47 -2.60 0.05
O14 2.31 -0.72 0.56
H21 -1.13 -1.27 0.34
C11 -0.96 -0.69 -2.89
C12 -1.38 1.81 -1.77
O15 1.94 1.87 -0.53
H22 -2.00 1.73 -2.67
H23 -0.91 -2.94 -0.04
C13 1.94 -1.72 4.51
C14 -1.51 -0.34 5.05
H24 -2.99 -1.32 -1.21
C15 -3.28 1.57 -0.34
H25 -0.19 1.20 -1.48
H26 1.42 -1.01 -3.22
C16 1.34 -0.87 -2.14
H27 -1.95 1.71 1.05
O16 -1.68 0.22 2.48
H28 -0.64 2.60 -1.90
O17 1.11 -2.19 3.47
H29 -1.29 -0.59 6.09
H30 4.41 -3.74 1.46
O18 -1.54 0.38 -3.10
H31 -1.45 0.19 0.37
C17 0.96 -1.53 2.29
C18 2.10 2.16 -1.70
H32 0.39 -1.31 -1.83
H33 2.91 -2.84 1.97
H34 -1.70 -1.30 4.57
H35 3.68 3.98 -0.55
H36 1.37 0.22 -2.01